# 1
{"formula": "C34H35IrN3O2P", "method": "ωB97M-V/def2-TZVPD", "total_charge": 3, "spin_multiplicity": 6, "lumo_energy_ev": [-8.10, -11.55], "symbols": ["Ir", "O", "C", "C", "C", "C", "C", "C", "N", "H", "H", "H", "H", "H", "H", "H", "C", "C", "C", "C", "C", "C", "P", "C", "C", "C", "C", "C", "C", "C", "C", "C", "C", "C", "C", "H", "H", "H", "H", "H", "H", "H", "H", "H", "H", "H", "H", "H", "H", "C", "C", "N", "C", "C", "C", "O", "C", "C", "C", "C", "N", "C", "H", "H", "H", "H", "H", "H", "H", "H", "H", "H", "H", "H", "H", "H"], "coordinates": [[0.74176, -0.19484, 0.63946], [0.84832, -0.49547, 3.03876], [2.17664, -0.68610, 3.53740], [3.17475, -0.15703, 2.54339], [4.51147, -0.11758, 2.90568], [5.43700, 0.41774, 2.03104], [4.99874, 0.91002, 0.80756], [3.66426, 0.81128, 0.49972], [2.75377, 0.28116, 1.34680], [0.23895, -1.02891, 3.55912], [2.36935, -1.74300, 3.73292], [2.29710, -0.13660, 4.47266], [4.81468, -0.49097, 3.87566], [6.48438, 0.45749, 2.30054], [5.68252, 1.35699, 0.09984], [3.28542, 1.15670, -0.45346], [-0.81575, -1.42848, -6.68491], [0.55932, -1.51503, -6.49496], [1.09812, -1.32617, -5.23548], [0.24335, -1.07203, -4.15212], [-1.14488, -0.98249, -4.35288], [-1.66865, -1.16553, -5.61686], [0.83145, -0.89098, -2.50035], [2.59285, -0.77517, -2.45906], [3.21596, 0.26597, -3.16925], [4.59668, 0.32032, -3.22558], [5.35384, -0.65085, -2.57302], [4.74044, -1.66990, -1.85040], [3.36046, -1.72894, -1.77414], [0.24894, -2.22438, -1.46438], [-0.14624, -3.43411, -2.03929], [-0.52982, -4.47864, -1.21001], [-0.52799, -4.30736, 0.16916], [-0.15031, -3.09594, 0.73694], [0.23134, -2.01818, -0.06044], [-1.22720, -1.56811, -7.67605], [1.20867, -1.73808, -7.33038], [2.16709, -1.40749, -5.08916], [-1.80481, -0.77684, -3.51788], [-2.73590, -1.10157, -5.77794], [2.62103, 1.00709, -3.69080], [5.08625, 1.10492, -3.78682], [6.43422, -0.61654, -2.63492], [5.34027, -2.42802, -1.36467], [2.87529, -2.52465, -1.22357], [-0.12780, -3.57007, -3.11322], [-0.82367, -5.42727, -1.63855], [-0.82975, -5.12831, 0.80709], [-0.16025, -2.99972, 1.81658], [-4.02550, 0.09315, 3.90134], [-3.67957, 1.59109, 3.97488], [-4.42874, 2.35337, 2.99615], [-5.86192, 2.48492, 3.14215], [-6.62121, 1.65515, 2.07489], [-3.79134, 3.05502, 1.87684], [-4.49525, 3.80356, 1.26864], [-2.33358, 2.91870, 1.58188], [-1.64926, 4.11833, 1.38536], [-0.34065, 4.07374, 0.95253], [0.22497, 2.83961, 0.69135], [-0.43007, 1.68173, 0.86434], [-1.69031, 1.71943, 1.32079], [-3.42238, -0.41540, 4.65193], [-3.80523, -0.32396, 2.91912], [-5.07261, -0.08748, 4.13460], [-2.61950, 1.77783, 3.83111], [-3.97727, 1.98208, 4.95281], [-6.10929, 3.53892, 3.00060], [-6.11812, 2.16726, 4.14928], [-6.36000, 1.97889, 1.07126], [-7.68024, 1.84570, 2.24137], [-6.43237, 0.59064, 2.19164], [-2.14496, 5.06556, 1.55709], [0.22793, 4.97795, 0.78722], [1.23659, 2.76316, 0.31318], [-2.19177, 0.76273, 1.40790]], "mulliken_charge": [1.29, -0.41, -0.63, 0.63, -0.84, -0.48, -0.98, -0.14, -0.08, 0.24, 0.40, 0.42, 0.50, 0.47, 0.53, 0.58, -0.44, -0.75, -0.17, 0.15, -0.27, -0.68, 0.24, 0.78, -0.60, -0.74, -0.60, -0.72, -0.27, 1.13, -0.44, -0.76, -0.77, -0.29, -0.48, 0.43, 0.45, 0.36, 0.38, 0.42, 0.55, 0.49, 0.47, 0.49, 0.49, 0.49, 0.45, 0.43, 0.42, -1.10, -0.64, 0.31, -0.64, -0.99, 0.43, -0.38, 0.02, -0.52, -0.95, -0.02, -0.58, -0.02, 0.40, 0.33, 0.41, 0.55, 0.35, 0.41, 0.43, 0.36, 0.38, 0.32, 0.56, 0.50, 0.36, 0.61]}

# 2
{"formula": "C31H39B2BrN3O7", "method": "ωB97M-V/def2-TZVPD", "smiles": "COB(O)c1c(Cc2ccccc2C)c(C(=O)OBr)c(B(C)O)c(CCCCNC(C)=O)[n+]1CCC(=O)Nc1ccccc1", "total_charge": 1, "lumo_energy_ev": -3.68, "symbols": ["C", "O", "B", "O", "C", "C", "C", "C", "C", "C", "C", "C", "C", "C", "C", "C", "O", "O", "Br", "C", "B", "C", "O", "C", "C", "C", "C", "C", "N", "C", "C", "O", "N", "C", "C", "C", "O", "N", "C", "C", "C", "C", "C", "C", "H", "H", "H", "H", "H", "H", "H", "H", "H", "H", "H", "H", "H", "H", "H", "H", "H", "H", "H", "H", "H", "H", "H", "H", "H", "H", "H", "H", "H", "H", "H", "H", "H", "H", "H", "H", "H", "H", "H"], "coordinates": [[2.38331, 1.20760, 2.20148], [1.10835, 1.58409, 2.75119], [0.07210, 1.63645, 1.85775], [-0.75638, 2.70247, 1.89969], [-0.18353, 0.45549, 0.78896], [-0.20475, 0.78843, -0.55642], [-0.02503, 2.20668, -1.03145], [1.40668, 2.55332, -1.40975], [2.36959, 1.56662, -1.63877], [3.66278, 1.89963, -2.01948], [4.03667, 3.22810, -2.18384], [3.08808, 4.21400, -1.94099], [1.78424, 3.89690, -1.56388], [0.80939, 5.03371, -1.35375], [-0.39103, -0.23310, -1.50043], [-0.38160, 0.08126, -2.97163], [0.53224, -0.23051, -3.64410], [-1.40052, 0.81214, -3.50629], [-3.06547, 0.20984, -3.03209], [-0.57254, -1.54548, -1.08600], [-0.75402, -2.71662, -2.17190], [-2.15336, -3.39967, -2.44337], [0.38681, -3.10308, -2.80547], [-0.56121, -1.82344, 0.28345], [-0.77146, -3.24029, 0.70674], [0.48003, -4.13867, 0.51298], [1.77343, -3.60767, 1.12328], [2.52670, -2.62303, 0.21720], [4.00705, -2.75028, 0.40587], [4.54515, -1.52696, 0.86982], [5.37495, -0.67786, -0.05454], [4.34955, -1.16363, 1.99711], [-0.35674, -0.83642, 1.18065], [-0.30839, -1.12126, 2.62147], [-1.64830, -0.86137, 3.35516], [-2.78973, -0.57886, 2.40084], [-3.18790, -1.44679, 1.66938], [-3.26109, 0.72777, 2.39719], [-4.29420, 1.00573, 1.41297], [-3.92616, 1.75690, 0.30412], [-4.87194, 2.08779, -0.66507], [-6.18214, 1.65791, -0.50628], [-6.53549, 0.88982, 0.60035], [-5.59743, 0.55180, 1.56723], [3.15228, 1.32204, 2.95334], [2.38636, 0.15576, 1.91657], [2.63039, 1.80186, 1.32434], [-0.51612, 3.23332, 2.67229], [-0.61547, 2.30056, -1.94387], [-0.43408, 2.93275, -0.34470], [2.12686, 0.51845, -1.54122], [4.39957, 1.13655, -2.22408], [5.03636, 3.47125, -2.50207], [3.38417, 5.24408, -2.08169], [0.97901, 5.45469, -0.36263], [-0.22473, 4.72040, -1.41572], [0.99070, 5.82035, -2.07669], [-2.81019, -3.24002, -1.59536], [-2.02292, -4.46284, -2.62251], [-2.58568, -2.94008, -3.33128], [0.18710, -3.37956, -3.70985], [-1.09018, -3.31670, 1.73899], [-1.58363, -3.68957, 0.14967], [0.58863, -4.36199, -0.54735], [0.24067, -5.08040, 1.00115], [1.57822, -3.18054, 2.10246], [2.43341, -4.45282, 1.30187], [2.25113, -2.79648, -0.81940], [2.24105, -1.61122, 0.50627], [4.39652, -2.88153, -0.52149], [6.32435, -0.46889, 0.42747], [4.87762, 0.26725, -0.25279], [5.59512, -1.16303, -1.00389], [0.52454, -0.59365, 3.06569], [-0.09026, -2.16087, 2.78306], [-1.55985, -0.10966, 4.13481], [-1.92615, -1.78468, 3.85461], [-3.57654, 0.98066, 3.32923], [-2.90530, 2.08781, 0.20134], [-4.54816, 2.68489, -1.50291], [-6.93195, 1.91852, -1.23796], [-7.55304, 0.54768, 0.71593], [-5.86647, -0.05386, 2.41896]], "mulliken_charge": [-0.26, -0.58, 1.07, -0.84, -0.40, 0.23, -2.20, 0.87, -0.09, -1.26, -0.99, -0.71, 1.16, -1.88, -0.44, 0.35, -0.40, -0.50, 0.12, 0.40, 1.18, -1.10, -0.70, 0.93, -2.29, -0.63, -1.30, 1.17, -0.40, 0.73, -1.16, -0.55, 1.11, -0.99, -1.72, 0.68, -0.56, -0.08, -0.36, 0.15, -0.84, -0.49, -0.70, -0.26, 0.39, -0.11, 0.23, 0.26, 1.01, 0.84, 0.33, 0.65, 0.45, 0.46, 0.33, 0.31, 0.53, 0.36, 0.34, 0.35, 0.30, 0.62, 0.47, 0.41, 0.49, 0.01, 0.55, 0.37, -0.79, 0.33, 0.41, 0.12, 0.41, 0.60, 0.79, 0.47, 0.49, 0.42, 0.56, 0.54, 0.43, 0.39, 0.42]}

# 3
{"formula": "C3H10NOS", "method": "ωB97M-V/def2-TZVPD", "e_above_lowest_kcal_mol": 33.34, "spin_multiplicity": 2, "lumo_energy_ev": [0.89, -1.62], "symbols": ["C", "S", "C", "H", "H", "H", "H", "H", "H", "N", "C", "O", "H", "H", "H", "H"], "coordinates": [[0.01044, -0.79417, 1.71989], [1.77193, -0.28104, 1.54452], [2.07929, -0.83692, -0.15758], [-0.51961, 0.12579, 1.54600], [-0.10354, -1.13535, 2.74582], [-0.23611, -1.61213, 1.05175], [1.74351, -1.86203, -0.26062], [1.63082, -0.10872, -0.82905], [3.14491, -0.87961, -0.37900], [-1.11181, 1.90217, -0.80899], [-1.57694, 0.62406, -1.25230], [-1.95873, -0.27770, -0.34736], [-1.60076, 2.17934, 0.03584], [-0.11568, 2.04425, -0.73016], [-2.37866, 0.74354, -2.00552], [-0.77905, 0.16853, -1.87324]], "mulliken_charge": [-0.65, -0.11, -0.73, 0.15, 0.36, 0.21, 0.27, 0.14, 0.34, -0.50, -0.24, -0.33, 0.24, 0.25, 0.30, 0.27]}

# 4
{"formula": "C22H18BrN3O3", "method": "ωB97M-V/def2-TZVPD", "smiles": "O=C(COc1ccc(/C=N/NC(=O)c2ccccc2Br)cc1)Nc1ccccc1", "e_above_lowest_kcal_mol": 13.33, "lumo_energy_ev": 0.26, "symbols": ["O", "C", "C", "O", "C", "C", "C", "C", "C", "N", "N", "C", "O", "C", "C", "C", "C", "C", "C", "Br", "C", "C", "N", "C", "C", "C", "C", "C", "C", "H", "H", "H", "H", "H", "H", "H", "H", "H", "H", "H", "H", "H", "H", "H", "H", "H", "H"], "coordinates": [[-6.42463, -2.19843, -0.08076], [-5.45828, -1.47369, -0.00407], [-4.04819, -2.07938, 0.05514], [-3.06656, -1.07643, 0.18936], [-1.75510, -1.44174, 0.26759], [-1.28871, -2.75085, 0.21921], [0.06782, -2.99932, 0.30867], [0.98455, -1.95979, 0.44840], [2.39868, -2.24020, 0.52884], [3.24570, -1.29896, 0.65316], [4.55614, -1.57175, 0.70388], [5.49275, -0.58330, 0.79966], [6.67179, -0.83497, 0.90205], [4.92657, 0.80152, 0.81623], [5.14834, 1.58861, 1.94067], [4.64548, 2.87493, 2.01340], [3.92292, 3.39501, 0.95232], [3.71506, 2.63486, -0.18491], [4.21671, 1.34573, -0.24740], [3.95387, 0.35955, -1.85418], [0.50442, -0.64606, 0.49620], [-0.84207, -0.39158, 0.40691], [-5.46133, -0.12481, 0.03549], [-6.54634, 0.75882, 0.00403], [-6.26934, 2.12278, 0.06840], [-7.29845, 3.04392, 0.04155], [-8.61282, 2.61636, -0.04960], [-8.88813, 1.26115, -0.11376], [-7.86611, 0.32927, -0.08777], [-4.02574, -2.77473, 0.90459], [-3.90139, -2.65810, -0.86675], [-1.96869, -3.58065, 0.11078], [0.41917, -4.02015, 0.26745], [2.70805, -3.29036, 0.46864], [4.89119, -2.53846, 0.66503], [5.72023, 1.17347, 2.75669], [4.82050, 3.47168, 2.89527], [3.52727, 4.39809, 1.00166], [3.16913, 3.03758, -1.02439], [1.21231, 0.15997, 0.60374], [-1.22073, 0.61805, 0.44143], [-4.54863, 0.30973, 0.10300], [-5.24324, 2.45657, 0.13940], [-7.07301, 4.09888, 0.09198], [-9.41645, 3.33672, -0.07051], [-9.91042, 0.92125, -0.18513], [-8.08117, -0.72469, -0.13770]], "mulliken_charge": [-0.68, 0.10, -0.18, -0.23, 0.86, -0.52, -1.11, 0.60, -0.31, 0.12, -0.31, -0.11, -0.62, 0.79, -0.46, -0.61, -0.50, -0.45, 0.20, -0.12, -0.78, -0.45, -0.01, 0.70, -0.51, -0.56, -0.48, -0.57, -0.44, 0.37, 0.38, 0.43, 0.31, 0.31, 0.25, 0.43, 0.39, 0.39, 0.43, 0.48, 0.44, 0.07, 0.34, 0.36, 0.38, 0.37, 0.49]}

# 5
{"formula": "C7H15N3OSSi", "method": "ωB97M-V/def2-TZVPD", "smiles": "C[Si](C)(C)N=C=O.N=C=S.C=NC", "e_above_lowest_kcal_mol": 37.19, "lumo_energy_ev": 0.66, "symbols": ["C", "Si", "C", "C", "N", "C", "O", "H", "H", "H", "H", "H", "H", "H", "H", "H", "N", "C", "S", "H", "C", "N", "C", "H", "H", "H", "H", "H"], "coordinates": [[0.02987, 1.05477, -0.74290], [0.08376, -0.54127, -1.91080], [1.50766, -0.24886, -3.17838], [0.05413, -2.25622, -1.09981], [-1.48966, -0.35948, -2.66964], [-2.15661, 0.19744, -3.47271], [-3.04299, 0.58992, -4.11047], [0.16419, 0.94088, 0.24455], [0.79251, 1.71224, -0.90545], [-0.92429, 1.51554, -0.73410], [1.89057, -1.23967, -3.61410], [1.23350, 0.45025, -3.86444], [2.39232, 0.14001, -2.71523], [1.03971, -2.68618, -0.97858], [-0.35463, -2.30466, -0.06971], [-0.63241, -2.84744, -1.52582], [-4.85377, -1.17147, -2.90329], [-4.31780, -1.88026, -2.11741], [-3.57763, -2.76551, -1.06987], [-4.79666, -1.32973, -3.88682], [-0.88613, 1.69856, 2.91816], [-0.14338, 0.69685, 2.82432], [0.53841, 0.20388, 3.97693], [-1.26634, 2.24244, 3.75607], [-1.32650, 2.04892, 1.95919], [1.46226, 0.53883, 3.76876], [0.12595, 0.72972, 4.82097], [0.48574, -0.87974, 4.13626]], "mulliken_charge": [-1.38, 0.31, -1.11, -1.16, -0.17, 0.65, -0.48, 0.36, 0.52, 0.42, 0.27, 0.38, 0.36, 0.35, 0.34, 0.37, -0.39, 0.42, -0.36, 0.32, -0.29, -0.25, -0.74, 0.27, 0.16, 0.34, 0.26, 0.24]}